[1]
Entry from OMol25: a 6-piece molecular cluster, C38H93B3ClO23P5 overall in a non-equilibrium geometry (wB97M-V/def2-TZVPD).

## Properties
HOMO energy   -9.73 eV
SMILES   CC[C@@H](Cl)B1OBOB(CCC(C)C)O1.CCOP(=O)(OCC)OCC.CCOP(=O)(OCC)OCC.CCOP(=O)(OCC)OCC.CCOP(=O)(OCC)OCC.CCOP(=O)(OCC)OCC

Positions of all 163 atoms, in Å:
C1 -0.888 -1.968 3.855
C2 0.116 -1.178 4.883
C3 -0.104 0.444 4.963
Cl1 1.518 1.247 4.454
B1 -1.401 1.014 4.124
O1 -1.296 1.024 2.645
B2 -2.628 1.053 1.999
O2 -3.626 2.031 2.559
B3 -3.790 1.551 3.967
C4 -5.218 0.990 4.602
C5 -5.733 -0.277 3.700
C6 -6.948 -1.158 4.355
C7 -7.307 -0.807 5.915
C8 -8.362 -1.068 3.502
O3 -2.586 1.529 4.857
H1 -1.998 -2.034 4.287
H2 -0.849 -1.602 2.742
H3 -0.513 -3.101 3.833
H4 1.232 -1.368 4.564
H5 -0.089 -1.628 5.964
H6 -0.265 0.727 6.111
H7 -2.965 0.343 1.118
H8 -4.998 0.744 5.728
H9 -5.998 1.860 4.534
H10 -4.836 -1.012 3.498
H11 -6.077 0.169 2.655
H12 -6.619 -2.303 4.302
H13 -7.959 -1.699 6.354
H14 -6.383 -0.698 6.625
H15 -7.937 0.198 5.967
H16 -8.874 -2.123 3.514
H17 -9.067 -0.328 4.073
H18 -8.175 -0.640 2.426
C9 3.427 2.957 1.654
C10 4.332 2.710 0.460
O4 5.646 3.176 0.723
P1 6.817 2.135 1.275
O5 6.593 1.080 0.164
O6 8.111 2.873 0.533
C11 8.988 2.112 -0.284
C12 8.605 2.265 -1.747
O7 7.066 3.314 2.516
C13 6.258 3.289 3.676
C14 6.125 1.908 4.285
H19 3.721 2.321 2.492
H20 2.386 2.728 1.405
H21 3.491 3.995 1.984
H22 4.314 1.652 0.186
H23 3.956 3.276 -0.399
H24 8.998 1.060 0.023
H25 10.001 2.495 -0.134
H26 7.542 2.072 -1.917
H27 9.188 1.586 -2.375
H28 8.789 3.293 -2.081
H29 5.284 3.722 3.450
H30 6.729 3.953 4.407
H31 5.672 1.201 3.584
H32 5.501 1.948 5.183
H33 7.108 1.510 4.557
C15 -5.579 0.237 -1.223
C16 -5.039 -1.162 -0.988
O8 -5.857 -2.129 -1.627
P2 -5.465 -2.701 -3.137
O9 -4.006 -3.065 -2.769
O10 -6.067 -4.239 -2.935
C17 -5.242 -5.364 -3.200
C18 -4.638 -5.887 -1.907
O11 -7.095 -2.294 -3.549
C19 -7.406 -0.974 -3.945
C20 -6.451 -0.416 -4.980
H34 -5.467 0.517 -2.273
H35 -5.034 0.969 -0.619
H36 -6.640 0.293 -0.973
H37 -3.996 -1.222 -1.311
H38 -5.062 -1.381 0.084
H39 -4.470 -5.120 -3.937
H40 -5.870 -6.141 -3.645
H41 -4.154 -5.094 -1.329
H42 -3.901 -6.669 -2.111
H43 -5.421 -6.304 -1.264
H44 -7.461 -0.333 -3.065
H45 -8.414 -0.998 -4.372
H46 -5.424 -0.385 -4.605
H47 -6.744 0.601 -5.259
H48 -6.449 -1.040 -5.880
C21 -3.142 7.045 -3.163
C22 -3.113 6.054 -2.014
O12 -1.799 5.927 -1.494
P3 -1.326 6.812 -0.170
O13 -2.533 6.398 0.707
O14 -0.277 5.686 0.463
C23 -0.409 5.276 1.816
C24 -1.186 3.973 1.896
O15 0.023 7.274 -1.151
C25 -0.104 8.363 -2.043
C26 -0.737 9.586 -1.413
H49 -2.953 8.058 -2.797
H50 -4.120 7.041 -3.654
H51 -2.374 6.809 -3.902
H52 -3.837 6.345 -1.248
H53 -3.409 5.067 -2.384
H54 -0.874 6.062 2.421
H55 0.597 5.122 2.217
H56 -2.128 4.021 1.342
H57 -1.406 3.715 2.935
H58 -0.607 3.158 1.448
H59 -0.650 8.043 -2.932
H60 0.906 8.620 -2.378
H61 -1.746 9.375 -1.048
H62 -0.801 10.400 -2.143
H63 -0.147 9.928 -0.556
C27 -7.410 -13.135 -5.473
C28 -8.061 -12.032 -4.659
O16 -7.578 -10.760 -5.062
P4 -8.421 -9.848 -6.166
O17 -9.772 -9.945 -5.417
O18 -8.008 -8.356 -5.555
C29 -9.021 -7.414 -5.241
C30 -9.340 -7.462 -3.756
O19 -6.910 -9.741 -7.004
C31 -6.530 -10.772 -7.892
C32 -7.632 -11.175 -8.851
H64 -7.747 -13.093 -6.511
H65 -7.673 -14.119 -5.072
H66 -6.323 -13.033 -5.470
H67 -9.150 -12.104 -4.730
H68 -7.794 -12.157 -3.605
H69 -9.916 -7.580 -5.852
H70 -8.644 -6.419 -5.497
H71 -9.544 -8.481 -3.412
H72 -10.206 -6.836 -3.523
H73 -8.484 -7.105 -3.173
H74 -6.162 -11.626 -7.323
H75 -5.679 -10.397 -8.471
H76 -8.514 -11.544 -8.319
H77 -7.281 -11.966 -9.521
H78 -7.952 -10.319 -9.454
C33 10.988 4.279 3.160
C34 11.893 4.032 1.966
O20 13.207 4.498 2.229
P5 14.378 3.457 2.781
O21 14.154 2.402 1.670
O22 15.672 4.194 2.039
C35 16.549 3.434 1.222
C36 16.166 3.587 -0.241
O23 14.627 4.636 4.022
C37 13.819 4.611 5.182
C38 13.686 3.230 5.791
H79 11.282 3.643 3.998
H80 9.947 4.049 2.911
H81 11.052 5.317 3.490
H82 11.875 2.974 1.692
H83 11.517 4.598 1.107
H84 16.559 2.382 1.529
H85 17.562 3.817 1.372
H86 15.103 3.394 -0.411
H87 16.749 2.907 -0.869
H88 16.350 4.615 -0.575
H89 12.845 5.044 4.956
H90 14.290 5.275 5.913
H91 13.233 2.523 5.090
H92 13.062 3.270 6.689
H93 14.669 2.832 6.063

These are the Mulliken partial charges, in e, on atoms 1 to 2: -0.7760, -0.4453


[2]
Entry from OMol25: C3H6O4 as an isolated structure in a non-equilibrium geometry (wB97M-V/def2-TZVPD).

## Properties
HOMO energy   -9.34 eV

Positions of all 13 atoms, in Å:
C1 -1.778 -0.494 0.059
C2 -0.720 0.312 -0.608
C3 1.054 0.109 0.068
O1 -1.565 0.927 0.280
O2 0.968 0.839 1.198
O3 1.935 0.781 -0.786
O4 1.360 -1.213 0.241
H1 -2.612 -0.743 -0.480
H2 -1.598 -1.061 0.922
H3 -0.877 0.450 -1.701
H4 0.398 1.685 0.950
H5 2.478 0.081 -1.054
H6 0.956 -1.672 0.912

These are the natural (NBO) partial charges, in e, on atoms 1 to 2: -0.1334, -0.0253


[3]
Entry from OMol25: a 2-piece molecular cluster, C4H9NO overall in a non-equilibrium geometry (wB97M-V/def2-TZVPD).

## Properties
HOMO energy   -9.00 eV

Positions of all 15 atoms, in Å:
O1 -1.156 1.764 -0.550
C1 -0.192 0.865 -0.715
C2 -0.152 -0.699 -0.454
C3 0.173 0.336 0.690
C4 1.632 0.120 1.228
N1 0.997 -1.653 -0.559
H1 0.419 1.114 -1.620
H2 -1.084 -1.232 -0.718
H3 -3.200 0.565 -0.712
H4 -0.631 0.471 1.422
H5 2.090 -0.581 0.541
H6 2.248 0.995 1.343
H7 1.578 -0.439 2.152
H8 -3.822 0.421 -0.447
H9 1.100 -2.046 -1.600

These are the natural (NBO) partial charges, in e, on atoms 1 to 2: -0.5007, 0.1831


no.,orbital gap (eV)
1,8.08
2,10.02
3,6.51